The following is a DFT calculation (wB97M-V/def2-TZVPD) of C5H7ClNO5P as an isolated structure at a distorted geometry.

The geometry in XYZ format:
```
20
Properties=species:S:1:pos:R:3:forces:R:3
Cl -13.87127 0.22268 -0.04078 -0.057 0.005 0.002
P 0.99830 -1.67327 -0.17399 -0.322 -1.469 -1.292
O 2.17908 -1.87446 0.69762 -0.321 -0.401 1.203
O 1.70906 -0.89546 -1.43674 -0.856 0.808 -2.072
O 1.04498 1.95600 0.81782 0.319 0.448 0.478
O 0.09601 -2.80241 -0.69476 1.092 2.067 1.185
O 1.25774 2.76246 -1.30783 0.253 0.344 0.849
N 0.23323 0.75757 -0.91782 0.104 2.667 1.708
C 0.89662 1.92934 -0.51248 -0.199 -1.015 -1.845
C 0.63259 0.71235 1.36883 0.105 -2.101 0.110
C -1.49659 -0.43342 0.33927 -0.022 1.892 1.048
C 0.72542 -0.01916 -1.98171 0.045 -0.149 0.211
C 0.01552 -0.05955 0.18559 -1.780 -3.195 2.649
H -1.80581 -0.89596 1.27198 0.680 0.294 0.877
H -1.88306 -1.21714 -0.27133 0.111 -0.030 -1.553
H 1.07825 0.72996 -2.63575 0.986 0.091 -1.477
H 0.04792 0.79061 2.25932 -1.404 1.026 0.113
H 1.38784 0.03862 1.81900 0.983 0.923 -0.907
H -0.20952 -0.45815 -2.29905 0.297 -1.154 -1.022
H -2.03636 0.55163 0.28748 -0.014 -1.054 -0.265
```
Positions in Å, forces in eV/Å.

Properties
* spin multiplicity: 1
* charge: -2

---

The following is a DFT calculation (wB97M-V/def2-TZVPD) of C5H7ClO as an isolated structure at a distorted geometry.

The geometry in XYZ format:
```
14
Properties=species:S:1:pos:R:3:forces:R:3
Cl 1.15737 1.39202 2.31343 0.152 0.271 1.365
O -0.25051 -1.07075 1.13045 0.578 0.864 -0.426
C 0.91020 -0.55834 0.39944 -0.274 -0.518 -1.297
C 0.38845 -0.55936 -1.04784 0.056 -0.366 -0.934
C 0.57605 0.86779 0.79404 -0.290 0.846 -1.922
C -1.02562 0.00889 -0.76107 -0.782 -1.088 -1.251
C -0.80896 0.20749 0.67441 -1.603 1.021 3.318
H 1.02220 -0.02492 -1.77209 -0.275 0.153 0.417
H -1.36123 0.87871 -1.31372 0.251 0.257 -0.061
H -1.80478 -0.78385 -0.89030 0.606 0.658 -0.008
H 0.27609 -1.56070 -1.43871 0.229 -0.381 0.057
H 0.73941 1.71593 0.05804 0.043 -1.230 0.685
H -1.64426 0.57164 1.31824 0.573 -0.330 -0.511
H 1.82560 -1.08457 0.53569 0.735 -0.157 0.568
```
Positions in Å, forces in eV/Å.

Properties
* spin multiplicity: 1
* relative energy (zero: lowest compared OMol25 entry of this formula, charge and spin): 27.8 kcal/mol

---

The following is a DFT calculation (wB97M-V/def2-TZVPD) of a 2-piece molecular cluster, C5H7ClO overall at a distorted geometry.

The geometry in XYZ format:
```
14
Properties=species:S:1:pos:R:3:forces:R:3
Cl -0.61238 -1.58632 4.08114 -0.468 0.322 -0.361
O -0.94520 -0.51890 -1.05362 -0.035 3.472 2.081
C -1.41639 -0.54238 3.07175 -0.058 0.048 -0.479
C 0.34549 -0.13433 -1.16262 1.189 -0.185 1.175
C 0.69538 1.24534 -0.57326 0.067 0.731 -0.535
C -1.94047 0.18274 2.25860 0.841 0.432 0.774
C 1.31066 -0.94700 -1.60874 -1.163 2.006 0.552
H 1.42320 1.65628 -1.36258 -0.713 -0.335 1.619
H -2.12608 1.09796 1.71136 -0.297 -0.815 0.054
H 1.20881 1.21036 0.52042 -1.549 0.175 -2.689
H 1.11875 -1.88004 -2.02738 -0.090 -1.516 -0.509
H -1.08876 -1.21554 -1.60837 -0.682 -3.112 -2.203
H -0.23409 1.93672 -0.69404 1.617 -1.187 0.844
H 2.26109 -0.50489 -1.55266 1.341 -0.038 -0.322
```
Positions in Å, forces in eV/Å.

Properties
* SMILES: C=C(C)O.C#CCl
* spin multiplicity: 1
* relative energy (zero: lowest compared OMol25 entry of this formula, charge and spin): 81.0 kcal/mol

---

no.,DFT total energy (a.u.)
1,-1427.42370
2,-730.08943
3,-730.00474